DFT (ωB97M-V/def2-TZVPD) results for a 14-piece molecular cluster, C54H144N20O22 overall in a non-equilibrium geometry.

Geometry (Å):
C1 -1.67 -3.51 -0.90
O1 -1.78 -3.74 0.28
N1 -2.82 -3.51 -1.70
N2 -0.48 -3.19 -1.59
H1 -2.73 -3.26 -2.67
H2 -3.68 -3.85 -1.33
H3 -0.54 -2.62 -2.47
H4 0.20 -2.83 -0.90
C2 -6.12 1.11 5.02
O2 -5.56 0.08 4.63
N3 -5.36 2.19 5.56
N4 -7.44 1.19 5.11
H5 -5.70 3.17 5.56
H6 -4.39 2.14 5.53
H7 -7.74 1.96 5.67
H8 -7.93 0.37 4.82
C3 -2.64 3.94 2.28
O3 -2.36 4.45 1.18
N5 -3.58 2.99 2.58
N6 -2.03 4.31 3.42
H9 -4.00 2.42 1.84
H10 -3.42 2.41 3.42
H11 -2.38 3.81 4.23
H12 -1.79 5.29 3.40
C4 -5.39 -3.90 0.54
O4 -5.13 -4.58 -0.46
N7 -4.45 -3.14 1.16
N8 -6.66 -3.92 1.04
H13 -3.49 -3.33 0.87
H14 -4.59 -2.42 1.85
H15 -7.23 -4.66 0.59
H16 -7.00 -3.39 1.83
C5 -2.04 1.08 5.37
O5 -2.51 2.22 5.49
N9 -2.72 0.03 4.89
N10 -0.84 0.82 5.99
H17 -3.69 0.08 4.59
H18 -2.34 -0.91 4.91
H19 -0.21 0.07 5.75
H20 -0.47 1.64 6.42
C6 -2.21 -0.12 -4.63
O6 -1.70 0.11 -5.74
N11 -1.55 0.06 -3.48
N12 -3.43 -0.66 -4.52
H21 -0.50 0.01 -3.70
H22 -1.80 -0.32 -2.56
H23 -4.01 -0.63 -5.32
H24 -3.82 -0.71 -3.61
C7 4.04 4.13 -2.94
O7 4.07 3.20 -1.93
C8 5.16 3.45 -1.07
C9 5.11 2.55 0.19
N13 3.98 2.83 1.07
C10 3.98 1.96 2.25
C11 2.78 2.19 3.17
O8 1.69 1.73 2.41
C12 0.52 2.50 2.94
H25 3.84 5.13 -2.60
H26 3.36 3.82 -3.73
H27 5.05 4.22 -3.39
H28 5.05 4.50 -0.78
H29 6.14 3.39 -1.60
H30 6.03 2.87 0.69
H31 5.17 1.49 -0.04
H32 3.13 2.62 0.53
H33 4.94 2.13 2.77
H34 3.97 0.86 1.98
H35 2.70 3.27 3.40
H36 2.79 1.63 4.16
H37 -0.39 2.26 2.32
H38 0.82 3.54 2.93
H39 0.23 2.11 3.93
C13 5.83 -5.59 -4.43
O9 5.83 -6.29 -3.19
C14 6.24 -5.48 -2.14
C15 5.21 -4.46 -1.64
N14 3.91 -5.00 -1.86
C16 2.83 -4.29 -1.27
C17 2.76 -4.50 0.22
O10 2.54 -5.89 0.35
C18 2.73 -6.34 1.66
H40 5.11 -4.75 -4.41
H41 5.54 -6.41 -5.09
H42 6.79 -5.04 -4.59
H43 7.13 -4.85 -2.47
H44 6.50 -6.14 -1.25
H45 5.31 -3.57 -2.28
H46 5.46 -4.19 -0.58
H47 3.87 -5.99 -1.54
H48 1.85 -4.67 -1.58
H49 2.88 -3.17 -1.36
H50 1.91 -4.00 0.59
H51 3.62 -4.18 0.83
H52 1.98 -5.97 2.40
H53 3.75 -6.17 1.98
H54 2.61 -7.45 1.67
C19 0.55 -4.38 -5.42
O11 1.24 -3.14 -5.31
C20 1.97 -3.02 -4.13
C21 2.69 -1.66 -4.08
N15 1.76 -0.54 -4.35
C22 2.40 0.77 -4.43
C23 3.37 0.95 -5.57
O12 4.64 0.40 -5.32
C24 5.55 1.33 -4.79
H55 0.37 -4.80 -4.39
H56 1.12 -5.11 -5.94
H57 -0.35 -4.17 -5.92
H58 2.72 -3.80 -4.04
H59 1.31 -3.16 -3.22
H60 3.52 -1.63 -4.83
H61 3.14 -1.52 -3.09
H62 1.26 -0.75 -5.23
H63 2.99 1.01 -3.55
H64 1.65 1.57 -4.48
H65 3.46 2.04 -5.65
H66 3.01 0.55 -6.50
H67 6.54 0.91 -4.77
H68 5.26 1.62 -3.75
H69 5.51 2.24 -5.39
C25 -0.84 -1.64 2.81
O13 0.06 -1.80 3.93
C26 0.02 -3.14 4.43
C27 -1.39 -3.77 4.85
N16 -2.14 -2.77 5.65
C28 -3.45 -3.27 6.07
C29 -4.21 -2.20 6.75
O14 -3.38 -1.52 7.71
C30 -3.98 -0.36 8.19
H70 -0.75 -0.64 2.40
H71 -1.90 -1.79 3.22
H72 -0.64 -2.35 1.98
H73 0.55 -3.11 5.36
H74 0.48 -3.73 3.64
H75 -1.07 -4.62 5.37
H76 -1.97 -4.10 4.06
H77 -1.67 -2.43 6.48
H78 -3.39 -4.25 6.65
H79 -3.99 -3.55 5.15
H80 -5.10 -2.63 7.21
H81 -4.52 -1.52 5.98
H82 -4.56 0.06 7.35
H83 -3.30 0.46 8.39
H84 -4.69 -0.57 8.99
C31 2.25 7.04 -4.57
O15 1.77 6.36 -5.68
C32 0.39 6.41 -5.89
C33 -0.36 5.71 -4.86
N17 -0.15 4.29 -4.83
C34 -1.01 3.52 -3.95
C35 -0.70 3.64 -2.43
O16 0.64 3.27 -2.29
C36 0.95 3.74 -0.98
H85 3.31 7.24 -4.72
H86 1.97 6.54 -3.65
H87 1.63 7.94 -4.48
H88 0.22 5.89 -6.83
H89 0.06 7.40 -6.02
H90 -1.40 5.95 -5.14
H91 -0.17 6.28 -3.93
H92 0.79 4.10 -4.48
H93 -1.00 2.45 -4.20
H94 -2.03 3.86 -4.06
H95 -1.43 2.96 -1.86
H96 -0.87 4.69 -1.98
H97 0.86 4.80 -0.88
H98 1.99 3.47 -0.82
H99 0.41 3.20 -0.22
C37 -6.96 4.39 2.49
O17 -6.67 3.62 1.39
C38 -5.97 4.32 0.37
C39 -6.18 3.66 -1.01
N18 -5.45 4.40 -2.02
C40 -4.21 3.75 -2.56
C41 -4.38 2.29 -3.08
O18 -5.30 2.13 -4.13
C42 -4.72 2.47 -5.38
H100 -7.83 4.02 3.06
H101 -7.14 5.43 2.24
H102 -6.08 4.42 3.16
H103 -4.89 4.30 0.65
H104 -6.27 5.37 0.33
H105 -7.26 3.68 -1.24
H106 -6.02 2.57 -0.94
H107 -6.13 4.49 -2.78
H108 -3.54 3.65 -1.72
H109 -3.84 4.36 -3.34
H110 -4.66 1.67 -2.29
H111 -3.48 1.82 -3.49
H112 -3.80 1.98 -5.61
H113 -4.40 3.50 -5.48
H114 -5.51 2.25 -6.08
C43 -5.75 0.33 1.13
O19 -4.61 0.84 0.49
C44 -3.60 -0.10 0.05
C45 -2.38 0.74 0.02
N19 -1.32 -0.10 -0.50
C46 -0.04 0.65 -0.48
C47 1.05 -0.27 -0.92
O20 1.15 -1.40 -0.02
C48 1.91 -1.13 1.11
H115 -6.16 -0.60 0.65
H116 -6.44 1.11 1.13
H117 -5.56 0.11 2.18
H118 -3.91 -0.50 -0.92
H119 -3.49 -1.00 0.68
H120 -2.20 1.09 1.04
H121 -2.31 1.58 -0.63
H122 -1.25 -0.96 0.03
H123 0.20 1.09 0.43
H124 -0.14 1.38 -1.27
H125 2.09 0.23 -0.85
H126 0.94 -0.77 -1.94
H127 1.44 -0.27 1.62
H128 2.89 -0.73 0.88
H129 1.88 -1.92 1.78
C49 4.07 -4.97 5.21
O21 4.85 -4.11 4.39
C50 4.08 -3.02 3.95
C51 4.92 -2.10 3.14
N20 5.46 -2.75 1.96
C52 6.43 -2.13 1.13
C53 5.77 -1.50 -0.13
O22 6.71 -1.26 -1.09
C54 6.26 -0.36 -2.07
H130 4.61 -5.85 5.50
H131 3.12 -5.39 4.78
H132 3.77 -4.59 6.17
H133 3.74 -2.44 4.78
H134 3.17 -3.35 3.47
H135 5.76 -1.69 3.79
H136 4.18 -1.35 2.83
H137 5.76 -3.64 2.28
H138 7.21 -2.90 0.87
H139 6.89 -1.27 1.71
H140 5.34 -0.57 0.19
H141 5.05 -2.20 -0.50
H142 6.17 0.61 -1.72
H143 5.34 -0.69 -2.63
H144 7.07 -0.39 -2.81

## Properties
Strongest force on any atom in eV/A: 4.17
HOMO energy in hartree: -0.303
Frontier orbital gap in hartree: 0.3097
Energy above the lowest of the compared OMol25 structures with the same formula, charge and spin in eV: 0.973

Atomic partial charges in e from the Löwdin method, atoms 1 to 5: -0.607 0.004 0.176 0.158 0.083

***

DFT (ωB97M-V/def2-TZVPD) results for a 14-piece molecular cluster, C54H144N20O22 overall in a non-equilibrium geometry.

Geometry (Å):
C1 5.64 5.03 3.17
O1 5.04 3.72 3.00
C2 5.47 2.97 1.93
C3 4.67 3.28 0.63
N1 4.91 4.61 0.17
C4 6.26 4.82 -0.27
C5 6.38 6.08 -1.14
O2 5.50 6.08 -2.21
C6 5.73 5.19 -3.26
H1 6.69 5.01 2.87
H2 5.59 5.20 4.23
H3 5.10 5.74 2.51
H4 5.20 1.93 2.09
H5 6.50 3.10 1.71
H6 3.59 3.20 0.82
H7 4.95 2.50 -0.12
H8 4.27 4.82 -0.60
H9 6.71 3.88 -0.70
H10 6.94 5.00 0.62
H11 7.44 6.11 -1.40
H12 6.08 6.93 -0.52
H13 6.78 5.16 -3.46
H14 5.08 5.47 -4.07
H15 5.38 4.20 -3.02
C7 2.52 3.12 -2.43
O3 2.51 4.18 -1.51
C8 1.49 5.10 -1.79
C9 1.47 6.09 -0.64
N2 0.49 7.16 -0.92
C10 -0.03 8.06 0.12
C11 -0.96 9.07 -0.50
O4 -0.28 9.79 -1.47
C12 -1.09 10.58 -2.28
H16 1.49 2.83 -2.77
H17 3.04 2.26 -2.00
H18 3.04 3.46 -3.33
H19 0.50 4.65 -1.89
H20 1.81 5.57 -2.74
H21 2.44 6.50 -0.39
H22 1.17 5.63 0.29
H23 0.86 7.66 -1.73
H24 0.82 8.64 0.52
H25 -0.55 7.42 0.86
H26 -1.29 9.85 0.18
H27 -1.87 8.57 -0.91
H28 -1.92 10.05 -2.77
H29 -0.49 10.96 -3.10
H30 -1.55 11.34 -1.65
C13 1.89 4.74 3.48
O5 0.73 3.90 3.44
C14 0.39 3.24 4.67
C15 -1.05 2.86 4.69
N3 -1.87 4.08 4.71
C16 -3.30 3.82 4.73
C17 -4.00 5.23 4.82
O6 -3.69 6.12 3.72
C18 -4.17 5.63 2.48
H31 1.88 5.28 2.53
H32 2.78 4.13 3.55
H33 1.79 5.47 4.29
H34 0.57 4.06 5.40
H35 0.98 2.40 5.01
H36 -1.19 2.14 5.50
H37 -1.20 2.37 3.67
H38 -1.65 4.72 3.95
H39 -3.51 3.26 5.65
H40 -3.66 3.22 3.89
H41 -3.58 5.77 5.66
H42 -5.13 5.10 4.84
H43 -3.66 4.70 2.21
H44 -3.89 6.37 1.71
H45 -5.27 5.41 2.48
C19 -3.97 -0.29 5.95
O7 -4.22 0.78 5.13
C20 -4.71 0.35 3.83
C21 -3.57 -0.08 2.88
N4 -4.00 -0.45 1.55
C22 -5.11 -1.48 1.44
C23 -5.04 -2.02 0.02
O8 -6.00 -3.14 -0.07
C24 -7.29 -2.66 -0.35
H46 -3.19 -0.05 6.69
H47 -3.61 -1.12 5.32
H48 -4.82 -0.70 6.53
H49 -5.05 1.30 3.41
H50 -5.48 -0.36 4.01
H51 -3.04 -0.87 3.39
H52 -2.84 0.72 2.77
H53 -3.18 -0.75 0.98
H54 -6.07 -0.97 1.65
H55 -4.94 -2.30 2.15
H56 -4.02 -2.41 -0.20
H57 -5.36 -1.29 -0.73
H58 -7.56 -2.89 -1.37
H59 -7.31 -1.56 -0.18
H60 -8.03 -3.18 0.27
C25 -5.62 -4.20 -4.75
O9 -4.41 -3.93 -4.09
C26 -4.09 -2.56 -3.89
C27 -2.59 -2.34 -3.49
N5 -1.57 -2.24 -4.52
C28 -1.36 -3.36 -5.47
C29 -0.30 -2.98 -6.48
O10 -0.76 -2.38 -7.65
C30 -0.88 -1.03 -7.61
H61 -6.53 -3.80 -4.28
H62 -5.70 -5.29 -4.86
H63 -5.56 -3.70 -5.74
H64 -4.69 -2.17 -3.10
H65 -4.31 -2.12 -4.83
H66 -2.25 -3.18 -2.84
H67 -2.51 -1.43 -2.89
H68 -1.74 -1.38 -5.03
H69 -2.28 -3.65 -6.00
H70 -0.89 -4.26 -4.96
H71 0.13 -3.92 -6.85
H72 0.45 -2.43 -5.93
H73 -1.09 -0.63 -8.62
H74 0.05 -0.58 -7.32
H75 -1.69 -0.69 -6.99
C31 5.31 -11.48 -0.73
O11 5.64 -10.31 -0.02
C32 4.49 -9.50 0.06
C33 4.76 -8.22 0.79
N6 3.59 -7.41 1.16
C34 3.04 -6.64 0.10
C35 1.67 -6.10 0.52
O12 0.80 -7.23 0.83
C36 -0.04 -7.05 1.91
H76 4.92 -11.26 -1.71
H77 4.51 -12.07 -0.33
H78 6.26 -12.02 -0.84
H79 3.70 -10.06 0.50
H80 4.18 -9.31 -0.95
H81 5.37 -7.57 0.16
H82 5.38 -8.47 1.64
H83 2.96 -8.01 1.67
H84 2.96 -7.21 -0.85
H85 3.68 -5.79 -0.13
H86 1.15 -5.60 -0.30
H87 1.83 -5.46 1.40
H88 -0.34 -8.06 2.23
H89 -0.88 -6.37 1.64
H90 0.52 -6.57 2.73
C37 3.72 -6.44 4.34
O13 3.01 -5.23 3.99
C38 3.94 -4.15 3.74
C39 3.11 -3.01 3.00
N7 1.92 -2.68 3.77
C40 0.99 -1.76 3.24
C41 -0.16 -1.43 4.16
O14 -1.03 -2.49 4.51
C42 -1.54 -3.27 3.41
H91 3.03 -7.07 4.88
H92 4.42 -6.09 5.11
H93 4.30 -6.88 3.54
H94 4.73 -4.48 3.04
H95 4.45 -3.89 4.68
H96 2.88 -3.34 1.98
H97 3.79 -2.14 2.85
H98 1.46 -3.54 4.00
H99 0.58 -2.13 2.27
H100 1.55 -0.83 3.03
H101 -0.63 -0.54 3.68
H102 0.31 -1.12 5.10
H103 -2.35 -3.90 3.82
H104 -0.69 -3.91 3.12
H105 -1.81 -2.72 2.50
C43 -1.36 -3.19 -0.10
O15 -1.47 -1.79 0.10
C44 -0.52 -0.94 -0.48
C45 -0.72 0.39 0.23
N8 0.21 1.39 -0.28
C46 0.21 2.53 0.68
C47 -1.05 3.33 0.67
O16 -1.28 3.66 -0.70
C48 -1.91 4.91 -0.90
H106 -0.54 -3.66 0.47
H107 -1.15 -3.48 -1.13
H108 -2.32 -3.59 0.20
H109 -0.72 -0.89 -1.55
H110 0.49 -1.33 -0.31
H111 -0.66 0.26 1.33
H112 -1.79 0.70 0.04
H113 -0.31 1.63 -1.12
H114 1.08 3.14 0.46
H115 0.34 2.12 1.66
H116 -0.98 4.31 1.18
H117 -1.86 2.70 1.08
H118 -2.17 5.05 -1.96
H119 -1.23 5.67 -0.60
H120 -2.85 5.08 -0.36
C49 1.91 -3.76 -3.54
O17 1.61 -4.38 -4.55
N9 1.06 -2.89 -2.85
N10 3.16 -3.91 -2.97
H121 0.11 -2.82 -3.18
H122 1.47 -2.27 -2.18
H123 3.77 -4.56 -3.46
H124 3.49 -3.25 -2.29
C50 -3.71 -5.91 1.79
O18 -3.03 -6.36 2.69
N11 -4.71 -4.98 1.91
N12 -3.53 -6.31 0.51
H125 -5.39 -4.74 1.22
H126 -4.79 -4.66 2.86
H127 -3.08 -7.18 0.40
H128 -4.27 -6.14 -0.11
C51 3.81 -0.66 -0.36
O19 3.36 -1.44 -1.19
N13 3.01 0.28 0.30
N14 5.19 -0.72 -0.03
H129 3.44 1.03 0.82
H130 2.05 0.45 0.04
H131 5.36 -0.41 0.91
H132 5.74 -1.51 -0.39
C52 1.57 0.57 -5.25
O20 0.68 1.29 -5.69
N15 1.50 -0.10 -4.00
N16 2.66 0.21 -6.01
H133 2.10 -0.90 -3.90
H134 0.54 -0.41 -3.79
H135 3.37 -0.40 -5.74
H136 2.91 0.76 -6.83
C53 -2.48 1.58 -3.93
O21 -3.55 1.44 -3.44
N17 -1.59 2.54 -3.43
N18 -2.10 0.95 -5.10
H137 -1.68 2.68 -2.43
H138 -0.63 2.42 -3.73
H139 -2.89 0.89 -5.72
H140 -1.32 1.45 -5.56
C54 -5.06 2.83 0.02
O22 -5.60 3.01 1.10
N19 -5.38 3.62 -1.08
N20 -4.14 1.84 -0.27
H141 -4.79 3.63 -1.89
H142 -5.88 4.48 -0.91
H143 -4.15 1.11 0.44
H144 -4.17 1.46 -1.20

## Properties
Strongest force on any atom in eV/A: 2.95
HOMO energy in hartree: -0.308
Frontier orbital gap in hartree: 0.3162
Energy above the lowest of the compared OMol25 structures with the same formula, charge and spin in eV: 0.000

Atomic partial charges in e from the Löwdin method, atoms 1 to 5: -0.067 -0.196 -0.239 -0.231 -0.052

***

Question: energy above the lowest of the compared OMol25 structures with the same formula, charge and spin of number 1 (C54H144N20O22)?
Answer: 0.973 eV

***

Question: What is the frontier orbital gap in the second record?
Answer: 0.3162 hartree

***

Question: What is the formula in the second record?
Answer: C54H144N20O22